1.
Formula: C14H11N5O4
Source: OMol25
Level of theory: the ωB97M-V functional and the def2-TZVPD basis

ORCA input file:
```
! wB97M-V def2-TZVPD RIJCOSX def2/J DEFGRID3
* xyz 0 1
N -3.56408 -1.12262 2.57177
C -2.52330 -0.59785 2.46186
C -1.25530 0.05054 2.34999
C -0.04336 -0.74046 1.78270
C 1.18669 -0.32293 2.57568
N 2.41047 -0.91659 2.45693
O 2.81177 -2.02430 2.14696
O 3.34733 0.04887 2.98261
N 2.72354 1.22432 3.28790
C 1.38551 0.97714 3.01911
C 0.25713 1.87706 3.03527
N 0.36162 3.30603 3.04059
O 1.46422 3.85811 2.84952
O -0.69643 3.96186 3.22039
C -1.05186 1.31227 2.86635
H -0.25571 -1.78920 2.00605
H -1.91947 1.94248 3.08501
C -0.39610 -1.29414 -5.10239
C -1.61672 -1.00337 -4.48257
C -1.66089 -0.59938 -3.14570
C -0.46061 -0.33344 -2.42329
C -0.43344 0.39592 -1.15294
N 0.23506 -0.61711 0.43453
C 0.74232 -0.83143 -3.00278
C 0.77377 -1.24951 -4.34025
H -0.36310 -1.57303 -6.15542
H -2.54134 -1.10802 -5.05175
H -2.62111 -0.49010 -2.63077
H 0.30552 1.20197 -1.07945
H -1.38375 0.58375 -0.65520
H 0.30069 -1.52828 -0.04640
H 1.12509 -0.14246 0.26782
H 1.63848 -0.90012 -2.38389
H 1.71736 -1.55597 -4.78824
*
```

## Properties
HOMO-LUMO gap = 5.2 eV
HOMO level = -7.6 eV
Energy relative to the best compared isomer or geometry (same formula, charge and spin) = 3.0182 eV
Molar mass = 313.27 u

natural (NBO) population analysis, charges in e, atoms 1 to 8: -0.352 0.261 -0.321 -0.106 0.010 0.381 -0.423 -0.168

=====

2.
Formula: C6H10O
Source: OMol25
Level of theory: the ωB97M-V functional and the def2-TZVPD basis

ORCA input file:
```
! wB97M-V def2-TZVPD RIJCOSX def2/J DEFGRID3
* xyz 0 1
C -2.28038 0.33539 0.63334
C -0.87286 0.18423 0.13887
C -0.13488 -1.15145 -0.04297
C 0.89067 -0.00946 -0.08252
C 2.38065 -0.12092 0.00396
C -0.04012 0.78681 -1.02464
O 0.19536 0.61107 1.06125
H -3.00410 -0.02945 -0.10207
H -2.51937 1.36967 0.89503
H -2.37397 -0.27866 1.53604
H -0.09973 -1.76339 0.86163
H -0.31204 -1.72838 -0.95654
H 2.76297 -0.76658 -0.79291
H 2.63365 -0.57433 0.96810
H 2.86594 0.85696 -0.06125
H -0.20081 0.40889 -2.04058
H 0.10901 1.86960 -0.99475
*
```

## Properties
HOMO-LUMO gap = 10.3 eV
HOMO level = -9.3 eV
Energy relative to the best compared isomer or geometry (same formula, charge and spin) = 1.9173 eV
Molar mass = 98.14 u

natural (NBO) population analysis, charges in e, atoms 1 to 8: -0.633 0.255 -0.428 0.253 -0.634 -0.416 -0.548 0.220

=====

3.
Formula: C4H7NO
Source: OMol25
Level of theory: the ωB97M-V functional and the def2-TZVPD basis

ORCA input file:
```
! wB97M-V def2-TZVPD RIJCOSX def2/J DEFGRID3
* xyz 0 1
C 2.25440 0.24695 -0.23177
C 0.80210 0.32329 0.15912
O 0.39015 0.81729 1.30762
N -0.07770 -0.05052 -0.69938
C -2.05592 -0.90652 0.17606
C -1.43009 0.20608 -0.26278
H 2.68226 1.25333 -0.27116
H 2.84004 -0.34460 0.47466
H 2.32995 -0.20335 -1.22700
H -1.46247 -1.64464 0.71448
H -3.05503 -1.19341 -0.13142
H -0.80723 0.79320 0.97567
H -1.97238 1.01284 -0.76268
*
```

## Properties
HOMO-LUMO gap = 9.4 eV
HOMO level = -9.4 eV
Energy relative to the best compared isomer or geometry (same formula, charge and spin) = 3.2470 eV
Molar mass = 85.11 u

natural (NBO) population analysis, charges in e, atoms 1 to 8: -0.667 0.573 -0.664 -0.525 -0.241 -0.260 0.234 0.229

=====

4.
Formula: C33H37BrIrN8OS
Source: OMol25
Level of theory: the ωB97M-V functional and the def2-TZVPD basis

ORCA input file:
```
! wB97M-V def2-TZVPD RIJCOSX def2/J DEFGRID3
* xyz 3 5
Ir 0.50455 1.35906 -0.74372
C 0.13225 1.77226 4.03658
N 1.45075 1.51476 3.47868
C 2.47435 1.13266 4.43918
C 1.61025 1.42606 2.14548
N 0.59955 1.31836 1.31878
N 2.90545 1.47236 1.67188
C 3.37565 1.42306 0.37648
N 4.70695 1.52246 0.26108
N 2.59125 1.24996 -0.64222
H 0.25685 2.22946 5.01688
H -0.45245 0.85726 4.16748
H -0.42185 2.47636 3.41388
H 2.19675 1.51716 5.41768
H 3.46305 1.52716 4.20858
H 2.54055 0.04446 4.51118
H -0.28575 1.24086 1.80728
H 3.60665 1.67666 2.37488
H 5.31765 1.70936 1.04018
H 5.15475 1.52666 -0.64142
H 3.08565 1.14876 -1.52492
C 0.57855 0.80546 -4.97402
C 0.53705 2.11316 -5.50172
C 0.50105 3.16836 -4.63862
C 0.49055 2.96396 -3.23062
N 0.52505 1.66026 -2.74012
C 0.57975 0.64606 -3.60882
C 0.46975 4.02716 -2.29732
C 0.49645 5.41256 -2.64642
C 0.52795 6.37096 -1.67222
C 0.51895 5.97876 -0.32342
C 0.46365 4.62696 -0.03812
N 0.44345 3.68956 -0.96872
H 0.61395 -0.05324 -5.62062
H 0.54805 2.26426 -6.56792
H 0.48025 4.17676 -5.01692
H 0.63115 -0.34304 -3.17302
H 0.49685 5.70846 -3.68182
H 0.56015 7.41956 -1.92682
H 0.54475 6.70476 0.46908
H 0.43525 4.28416 0.98708
O 0.24035 -1.08924 -0.90632
S -0.90125 -2.01144 -0.64742
C -0.34925 -3.69104 -1.25052
C 0.83795 -4.25544 -0.56112
C 2.08495 -3.62174 -0.63522
C 3.20675 -4.23244 -0.11192
C 3.09185 -5.46424 0.52768
C 1.85365 -6.09094 0.61768
C 0.72865 -5.48374 0.09898
C -0.85985 -2.28284 1.19168
C -2.12285 -2.97304 1.55908
C -3.34685 -2.34414 1.30228
C -4.53185 -2.98224 1.60088
C -4.51025 -4.26304 2.14828
C -3.29675 -4.88594 2.42048
C -2.10895 -4.25134 2.11508
H -0.15665 -3.52734 -2.31252
H -1.22865 -4.32354 -1.13222
H 2.15375 -2.65394 -1.11172
H 4.17425 -3.76604 -0.20522
H 3.95835 -5.93174 0.96738
H 1.76585 -7.06534 1.06888
H -0.22705 -5.98334 0.14448
H -0.80115 -1.27394 1.60028
H 0.04065 -2.84294 1.43718
H -3.35565 -1.35334 0.86738
H -5.47405 -2.49524 1.40808
H -5.43545 -4.77624 2.35178
H -3.28035 -5.86564 2.86808
H -1.16355 -4.73024 2.32148
Br -4.67025 3.08616 1.36858
C -3.75595 2.04936 0.06188
C -4.45845 1.23666 -0.82982
C -3.70285 0.49866 -1.73242
C -2.32335 0.58286 -1.71622
N -1.64775 1.34946 -0.83622
C -2.37025 2.08426 0.02128
H -5.53785 1.20716 -0.83352
H -4.19455 -0.13194 -2.45422
H -1.74395 0.03516 -2.44342
H -1.83655 2.74396 0.68808
*
```

## Properties
HOMO-LUMO gap (spin up / spin down) = 4.9 / 3.6 eV
Expectation value of S² = 6.03
HOMO level (spin up / spin down) = -13.5 / -15.1 eV
Energy relative to the best compared isomer or geometry (same formula, charge and spin) = 2.0605 eV
Molar mass = 865.90 u

Mulliken population analysis, charges in e, atoms 1 to 8: 1.656 -1.117 0.097 -1.030 0.438 -0.015 0.103 0.496

=====

5.
Formula: C7H66FO25PS2Si2
Source: OMol25
Level of theory: the ωB97M-V functional and the def2-TZVPD basis

ORCA input file:
```
! wB97M-V def2-TZVPD RIJCOSX def2/J DEFGRID3
* xyz 0 1
C 1.84574 0.67889 0.61269
C 1.21581 0.36797 -0.74331
C 0.89608 -1.13978 -0.76636
C -0.06915 1.17955 -1.06011
C -0.48302 2.25590 -0.05719
C 0.25945 3.56236 -0.33202
C -1.97495 2.53822 -0.26229
O -2.71277 1.31207 -0.08782
Si -3.71735 0.91365 -1.30056
S -5.55547 1.97348 -1.19168
O -3.96838 -0.72271 -1.17823
Si -3.41164 -1.66484 -2.37969
F -4.12694 -1.22869 -3.74076
P -4.03639 -3.79368 -1.99104
S -4.01207 -4.20771 -0.06108
H 2.63025 -0.03634 0.84162
H 1.09044 0.51868 1.38296
H 2.23163 1.69102 0.70268
H 1.98366 0.53887 -1.49735
H 0.73207 -1.49485 0.24793
H 1.68835 -1.71076 -1.24689
H -0.01578 -1.34764 -1.32098
H 0.08018 1.69507 -2.01266
H -0.86857 0.46864 -1.23018
H -0.40486 1.93415 0.97674
H -0.18376 3.99106 -1.23145
H 0.07252 4.28542 0.46094
H 1.31912 3.41864 -0.51607
H -2.30484 3.21239 0.52682
H -2.16124 3.01467 -1.22730
H -3.08120 1.18430 -2.60306
H -5.44166 2.75497 -2.26660
H -1.96407 -1.57601 -2.59711
H -3.18874 -4.63830 -2.72948
H -5.30215 -4.01114 -2.53307
O -1.16651 6.00497 0.92367
H -1.34466 6.87693 0.55056
H -1.41863 6.08935 1.84932
O 0.30717 7.21019 -1.31502
H 0.28272 6.42471 -0.75106
H 1.14281 7.63401 -1.09647
O -0.53183 4.15838 -3.84686
H -0.74934 4.55374 -4.69822
H -0.37089 4.91380 -3.26932
O -1.33333 -2.55629 1.45768
H -2.11767 -2.86541 0.97716
H -1.69555 -2.08162 2.21026
O 4.30163 -0.91907 2.01259
H 5.07526 -1.46965 1.84326
H 3.91876 -1.29117 2.81341
O -6.06893 -5.05991 -4.30571
H -5.72765 -4.45557 -4.97271
H -6.07973 -5.92814 -4.73236
O 1.76990 -2.99833 2.18173
H 0.86941 -3.32681 2.28826
H 1.94918 -3.08689 1.23699
O 6.09203 -3.60782 1.68166
H 5.43118 -4.23520 1.99135
H 6.76464 -4.15278 1.25434
O -5.71553 -7.78851 -3.86099
H -6.17065 -8.58504 -3.56300
H -5.21191 -7.49551 -3.09586
O 2.33294 4.33844 -5.29725
H 2.47090 3.65933 -5.96273
H 1.47064 4.13763 -4.91570
O 0.51559 -1.30707 4.37463
H -0.18095 -1.89830 4.67879
H 1.13135 -1.88610 3.90533
O 6.40689 -1.28088 -0.71844
H 6.23000 -1.99392 -0.09420
H 6.15743 -0.48054 -0.24229
O -0.90346 9.57849 -2.88521
H -0.88544 8.79348 -2.32317
H -0.06878 10.01988 -2.69751
O 3.70035 -4.07941 0.32242
H 4.26036 -3.42283 -0.10226
H 3.69234 -4.83162 -0.28075
O 2.16794 -6.59431 0.14327
H 2.15745 -6.83220 1.07474
H 1.32840 -6.91203 -0.20044
O -1.72794 -0.77449 6.63100
H -1.06611 -0.75355 7.32802
H -1.22228 -0.60898 5.82913
O 8.76334 -0.37641 1.08603
H 8.12007 -0.50674 0.37751
H 8.26275 0.00261 1.81379
O -6.79249 -10.76837 -3.43170
H -7.67510 -11.01159 -3.72572
H -6.23225 -11.50071 -3.70345
O 8.04338 -5.00545 -0.58280
H 8.58879 -4.33484 -1.00602
H 8.08095 -5.76047 -1.17616
O -2.03377 12.13143 -1.70204
H -2.87117 12.03540 -2.16240
H -1.50064 11.40018 -2.03953
O -4.08075 -0.65501 4.77048
H -3.41306 -0.65061 5.46980
H -3.59751 -0.44804 3.96636
O -0.39441 1.92195 7.19294
H -0.21787 2.39004 6.36863
H -1.30411 2.15143 7.40452
O 0.63885 4.69832 6.26396
H 1.07560 4.25590 6.99987
H 1.30957 5.28014 5.89582
*
```

## Properties
HOMO-LUMO gap = 8.6 eV
HOMO level = -8.6 eV
Molar mass = 720.86 u

Mulliken population analysis, charges in e, atoms 1 to 8: -1.516 0.785 -0.668 -0.353 1.236 -1.495 -1.378 0.029

=====

6.
Formula: C20H30ClI2N2S
Source: OMol25
Level of theory: the ωB97M-V functional and the def2-TZVPD basis

ORCA input file:
```
! wB97M-V def2-TZVPD RIJCOSX def2/J DEFGRID3
* xyz 1 1
C 2.14185 -3.23786 0.82474
C 3.01947 -3.50920 -0.50686
C 3.78753 -2.15514 -0.90169
C 3.10972 -1.29884 -2.07795
C 2.65718 -2.16369 -3.36117
C 1.93551 -0.30879 -1.55526
N 0.52895 -0.57343 -1.84356
C -0.54523 0.28912 -1.44007
C -2.10188 0.03564 -1.78391
I -2.42580 -1.24501 -3.51150
C -2.83816 -0.46500 -0.43796
C -2.29556 -1.93475 -0.05643
I -4.99736 -0.40867 -0.76607
C -0.24975 1.59750 -0.62217
S -1.57208 2.77648 -0.09406
C 1.23219 1.90345 -0.27783
C 2.38347 0.95568 -0.72833
C 3.90287 1.30523 -0.38560
C 4.12685 2.03146 1.03110
C 4.88617 1.14350 2.13653
Cl 3.85144 1.21245 3.68819
H 2.10015 -2.09397 0.95942
H 1.09241 -3.70478 0.77498
H 2.74002 -3.64119 1.71104
H 3.84115 -4.27055 -0.21474
H 2.42826 -3.99607 -1.35042
H 3.98104 -1.53003 0.04527
H 4.83545 -2.46410 -1.28272
H 3.93075 -0.58005 -2.46717
H 3.55918 -2.80954 -3.66511
H 2.34137 -1.49644 -4.24439
H 1.81648 -2.91619 -3.10042
H 0.29525 -1.43052 -2.36766
H -2.51692 1.07727 -2.06592
H -2.60201 0.24119 0.42659
H -1.86720 -1.94033 1.01706
H -1.43567 -2.26027 -0.75171
H -3.11042 -2.74015 -0.06491
H -0.92011 4.01987 -0.17519
H 1.45951 2.84425 0.32892
H 4.61863 0.41756 -0.43766
H 4.25373 2.04417 -1.20584
H 4.80739 2.94390 0.82217
H 3.18545 2.45123 1.51600
H 5.85879 1.69582 2.42497
H 5.09261 0.06536 1.83366
N -6.46636 1.53269 1.96165
C -5.90962 2.51334 2.73884
C -6.90611 3.38968 3.09386
C -8.10946 2.91729 2.51438
C -7.80817 1.76858 1.82410
H -5.96623 0.75738 1.55482
H -4.85503 2.50374 2.97034
H -6.78271 4.27218 3.70416
H -9.08800 3.36732 2.59399
H -8.43100 1.10127 1.24750
*
```

## Properties
HOMO-LUMO gap = 5.3 eV
HOMO level = -9.7 eV
Molar mass = 619.80 u

natural (NBO) population analysis, charges in e, atoms 1 to 8: -0.630 -0.427 -0.409 -0.265 -0.644 0.303 -0.514 0.235

=====

Q: molar mass of number 4 (C33H37BrIrN8OS)?
A: 865.90 u